# C4H11N3O2

2 unconnected molecules or ions with the total composition C4H11N3O2 at a distorted geometry (ωB97M-V/def2-TZVPD, the OMol25 dataset).

molecular weight = 133.2 g/mol
charge = 0
E_tot = -12890.862 eV
structure (SMILES) = [H]/N=C(\N)NC.CC(=O)O
lowest unoccupied orbital energy = 0.67 eV
HOMO energy = -0.3343 Eh
HOMO-LUMO gap = 9.76 eV
multiplicity = 1

Cartesian coordinates (Å):
H1 2.41243 1.52049 0.11901
N1 1.43156 1.24824 0.12623
C1 0.90426 1.05272 1.29599
N2 1.78286 1.26700 2.36867
N3 -0.13451 0.11057 1.48752
C2 -0.95326 0.36730 2.69482
H2 1.34941 1.61627 3.24562
H3 2.44397 2.01097 2.17097
H4 -0.64374 -0.01519 0.62784
H5 -0.38333 0.48386 3.62306
H6 -1.64694 -0.54741 2.76583
H7 -1.52161 1.32040 2.67585
C3 -1.00155 -1.82694 -3.54746
C4 -0.28007 -1.33348 -2.34129
O1 0.29066 -1.96959 -1.51987
O2 -0.14781 0.04702 -2.54058
H8 -0.75861 -1.29776 -4.39816
H9 -2.15218 -1.70430 -3.56778
H10 -1.17579 -2.91148 -3.49316
H11 0.18425 0.56131 -1.79311

---

# C11H16AsClMnNO6S

A molecular structure, C11H16AsClMnNO6S at a distorted geometry (ωB97M-V/def2-TZVPD, the OMol25 dataset).

molecular weight = 455.6 g/mol
charge = -2
E_tot = -140957.643 eV
lowest unoccupied orbital energy (alpha / beta) = 4.93 / 4.92 eV
HOMO energy (alpha / beta) = 0.0255 / -0.0362 Eh
HOMO-LUMO gap (alpha / beta) = 4.23 / 5.91 eV
multiplicity = 5

Cartesian coordinates (Å):
Mn1 1.16006 -0.95713 -0.10739
O1 2.91123 2.03874 1.58316
As1 1.88902 0.92109 2.50463
O2 2.12688 0.81426 4.08826
O3 1.56685 -0.61704 1.64360
C1 0.06153 1.77699 2.42977
C2 -0.54982 1.83275 3.69334
C3 -1.81795 2.39522 3.78406
C4 -2.48157 2.87078 2.67711
C5 -1.89825 2.76615 1.40732
C6 -0.63130 2.19559 1.29459
S1 0.10249 2.17762 -0.34045
O4 1.07485 3.24901 -0.27602
O5 -0.96226 2.32326 -1.31184
O6 0.80182 0.86735 -0.49918
H1 2.38717 2.54176 0.92710
H2 -0.02792 1.47098 4.57141
H3 -2.25116 2.47346 4.77526
H4 -3.46610 3.33698 2.76587
H5 -2.38900 3.12057 0.50983
Cl1 3.24740 -3.00822 -1.90260
C7 3.07136 -1.58015 -0.86556
H6 3.44792 -0.72457 -1.44391
H7 3.62828 -1.76634 0.05536
C8 -0.44459 -3.66731 -2.31135
C9 -0.64732 -2.18219 -1.98833
C10 0.04934 -1.21175 -3.00060
C11 -2.08531 -1.69216 -1.79384
N1 -0.03769 -2.04665 -0.63597
H8 -0.80621 -3.87959 -3.33666
H9 -0.97777 -4.30436 -1.59393
H10 0.63361 -3.95761 -2.29509
H11 -0.49715 -1.27228 -3.96640
H12 1.11504 -1.47917 -3.18928
H13 0.00424 -0.16456 -2.65031
H14 -2.65120 -1.76391 -2.74733
H15 -2.04744 -0.64495 -1.45526
H16 -2.60907 -2.25261 -0.99933

---

# C5H7N2O2S

2 unconnected molecules or ions with the total composition C5H7N2O2S at a distorted geometry (ωB97M-V/def2-TZVPD, the OMol25 dataset).

molecular weight = 159.2 g/mol
charge = -1
E_tot = -23204.816 eV
lowest unoccupied orbital energy (alpha / beta) = 2.86 / 2.57 eV
HOMO energy (alpha / beta) = -0.1543 / -0.1559 Eh
HOMO-LUMO gap (alpha / beta) = 7.06 / 6.81 eV
multiplicity = 1

Cartesian coordinates (Å):
C1 -0.64049 -0.71762 -2.76084
C2 -0.60853 -2.05787 -2.42044
C3 -0.37588 -0.87490 -0.66854
C4 0.67037 1.32776 0.67567
C5 1.56440 1.79118 1.82367
N1 -0.48083 0.00462 -1.63834
N2 -0.53596 -2.11935 -1.05502
O1 -2.19716 0.04511 2.16546
O2 0.97372 -1.21113 1.58956
S1 0.05047 -0.24756 0.94338
H1 -0.73020 -0.25732 -3.67743
H2 -0.66135 -2.86883 -2.98220
H3 0.01551 2.00118 0.16689
H4 1.66578 2.97340 1.83042
H5 1.28154 1.34128 2.76426
H6 2.59634 1.28799 1.84314
H7 -2.58773 -0.41795 1.40036

---

# C36H31FO6S2

2 unconnected molecules or ions with the total composition C36H31FO6S2 at a distorted geometry (ωB97M-V/def2-TZVPD, the OMol25 dataset).

molecular weight = 642.8 g/mol
charge = 0
E_tot = -74501.316 eV
lowest unoccupied orbital energy = -2.50 eV
HOMO energy = -0.2350 Eh
HOMO-LUMO gap = 3.90 eV
multiplicity = 1

Cartesian coordinates (Å):
F1 -3.58428 -2.06035 1.76951
C1 -3.04771 -1.31777 0.79884
S1 -3.60544 0.47253 0.76094
C2 -2.80899 1.56932 1.98252
C3 -1.79257 2.43943 1.58004
C4 -1.25546 3.33804 2.50380
C5 -1.69810 3.32553 3.82933
C6 -2.71214 2.45038 4.22394
C7 -3.28152 1.57553 3.29482
O1 -3.06570 0.85440 -0.54495
O2 -5.02108 0.47769 1.05600
S2 -1.23058 -1.23146 0.89760
C8 -0.54264 -2.82657 1.35458
C9 -0.26375 -3.04824 2.70039
C10 0.07217 -4.32728 3.13478
C11 0.20988 -5.35870 2.20027
C12 0.05901 -5.10001 0.83130
C13 -0.28832 -3.81719 0.40092
O3 -0.64196 -0.84143 -0.35171
O4 -1.00343 -0.43510 2.11424
H1 -1.43929 2.41148 0.54954
H2 -0.48925 4.03692 2.17898
H3 -1.24347 3.99291 4.55547
H4 -3.07019 2.43956 5.24983
H5 -4.08802 0.89985 3.57836
H6 -0.32248 -2.21627 3.39666
H7 0.21563 -4.50091 4.19810
H8 0.44798 -6.36445 2.54089
H9 0.20372 -5.89749 0.10254
H10 -0.35961 -3.56836 -0.65766
C14 -1.79819 -2.05918 -8.24505
O5 -3.17198 -2.16214 -7.81181
C15 -3.43742 -2.71117 -6.59475
C16 -4.77734 -2.64850 -6.13283
C17 -5.09222 -3.03301 -4.84414
C18 -4.11357 -3.62570 -3.99886
C19 -4.36457 -4.00721 -2.59411
C20 -5.20143 -3.18529 -1.78477
C21 -5.49083 -3.34376 -0.43229
C22 -6.58970 -2.74046 0.26510
C23 -7.08218 -3.36052 1.44724
C24 -8.10587 -2.78445 2.18859
C25 -8.69388 -1.58805 1.75118
C26 -8.30395 -1.02831 0.52605
C27 -7.26737 -1.59850 -0.21616
C28 -3.75311 -5.24485 -2.10062
C29 -3.59996 -6.35360 -2.97968
C30 -3.14814 -7.57426 -2.54209
C31 -2.73333 -7.73338 -1.19780
O6 -2.13584 -8.91175 -0.87270
C32 -1.54910 -9.04892 0.44299
C33 -2.88631 -6.65722 -0.29194
C34 -3.34156 -5.43842 -0.76364
C35 -2.82248 -3.83212 -4.55274
C36 -2.44655 -3.29831 -5.77034
H11 -1.84918 -1.65927 -9.25851
H12 -1.23653 -1.36950 -7.60045
H13 -1.30651 -3.04110 -8.25585
H14 -5.53200 -2.23857 -6.80551
H15 -6.11732 -2.91892 -4.48715
H16 -5.64443 -2.33100 -2.30124
H17 -4.97372 -4.10463 0.17805
H18 -6.68492 -4.33917 1.72198
H19 -8.48393 -3.28396 3.07758
H20 -9.48411 -1.12920 2.33611
H21 -8.83777 -0.16790 0.13014
H22 -6.99858 -1.20815 -1.19749
H23 -3.87472 -6.25061 -4.02884
H24 -3.05696 -8.42564 -3.21366
H25 -1.19202 -10.07914 0.48409
H26 -0.70605 -8.35239 0.56880
H27 -2.29809 -8.87696 1.22929
H28 -2.60876 -6.76249 0.75976
H29 -3.33788 -4.60152 -0.06944
H30 -2.06687 -4.36560 -3.97303
H31 -1.39992 -3.32122 -6.07886

---

# C3H7N3O2

A molecular structure, C3H7N3O2 at a distorted geometry (ωB97M-V/def2-TZVPD, the OMol25 dataset).

molecular weight = 117.1 g/mol
charge = 0
E_tot = -11786.107 eV
lowest unoccupied orbital energy = 0.00 eV
HOMO energy = -0.3205 Eh
HOMO-LUMO gap = 8.73 eV
multiplicity = 1

Cartesian coordinates (Å):
C1 -0.32923 0.41364 2.21436
C2 -0.26107 -0.24674 -1.09780
C3 1.14572 -0.65620 -0.97382
H1 0.41598 -0.37557 2.60394
H2 0.04584 1.36536 2.81766
H3 -1.40680 0.03796 2.48634
H4 -0.29897 1.80816 0.65910
H5 -0.46959 -1.73642 -2.76398
H6 -1.81157 -0.27159 -2.28668
H7 1.54455 0.72685 0.16619
N1 -0.20958 0.76825 0.79050
N2 -1.01759 0.19813 -0.04425
N3 -0.79599 -0.55120 -2.40925
O1 2.03323 0.13070 -0.39128
O2 1.41509 -1.61132 -1.77103

---

What is the molecular weight in the third record? 159.2 g/mol

---

molecular weight of number 3 (C5H7N2O2S)? 159.2 g/mol